No. 1
{
  "formula": "C3H5NO3",
  "method": "ωB97M-V/def2-TZVPD",
  "homo_lumo_gap_ev": 10.38,
  "e_tot_ev": -10821.0071,
  "lumo_energy_ha": 0.022,
  "smiles": "C[C@H](O)ON=C=O",
  "de_lowest_kj_mol": 451.62,
  "symbols": ["C", "C", "O", "O", "N", "C", "O", "H", "H", "H", "H", "H"],
  "positions_angstrom": [[0.4956, 0.3821, -0.3253], [-0.6439, -0.2152, 0.4830], [-0.6139, -1.6107, 0.4766], [-1.8157, 0.3191, -0.1441], [-3.1116, -0.0195, 0.1553], [-4.2517, -0.0179, -0.1864], [-5.3793, -0.1340, -0.2486], [1.4514, 0.1866, 0.1285], [0.1340, 1.3600, -0.2833], [0.6554, 0.2013, -1.3294], [-0.4595, -0.0418, 1.5373], [-0.5189, -1.9498, -0.4702]],
  "forces_ev_per_angstrom": [[-0.8, 0.2, 2.0], [0.7, -3.0, -0.6], [-0.3, -1.1, -1.9], [-0.8, 1.5, -1.6], [2.0, -0.8, 1.8], [4.2, 0.3, 0.5], [-4.2, -0.2, -0.8], [0.2, 0.3, 0.7], [0.7, 2.4, 0.0], [-0.6, -1.2, -2.2], [-0.8, 0.9, 0.3], [-0.2, 0.8, 1.8]],
  "lowdin_charge": [-0.0041, -0.4296, -0.0148, -0.0442, 0.1327, -0.3403, 0.1794, 0.0946, 0.0682, 0.0634, 0.1542, 0.1404]
}

---

No. 2
{
  "formula": "C3H5NO3",
  "method": "ωB97M-V/def2-TZVPD",
  "homo_lumo_gap_ev": 10.44,
  "e_tot_ev": -10823.9636,
  "lumo_energy_ha": 0.012,
  "smiles": "O=CNCC(=O)O",
  "de_lowest_kj_mol": 166.36,
  "symbols": ["O", "C", "N", "C", "C", "O", "O", "H", "H", "H", "H", "H"],
  "positions_angstrom": [[-1.8376, 0.6365, -2.5249], [-1.5761, 0.0490, -1.5055], [-0.3184, -0.1630, -1.0635], [0.1013, -0.4367, 0.3321], [1.0478, 0.5412, 1.0041], [0.7965, 1.6772, 1.2834], [2.1428, -0.1443, 1.4897], [-2.3779, -0.3287, -0.7753], [0.2898, 0.0484, -1.9284], [0.4862, -1.4629, 0.4322], [-0.7774, -0.4600, 0.8457], [2.0231, 0.0435, 2.4105]],
  "forces_ev_per_angstrom": [[-0.1, -0.5, -0.4], [-1.5, 0.2, 1.8], [1.9, 0.5, -1.8], [1.7, -1.0, -3.4], [-0.6, -0.1, 0.1], [0.3, -0.5, -0.3], [-0.8, 0.2, -0.7], [0.7, 0.4, -0.8], [-0.3, -0.4, 2.5], [0.3, 0.5, -0.3], [-2.5, 0.3, 1.8], [1.0, 0.3, 1.3]],
  "lowdin_charge": [0.0265, -0.4082, 0.0249, -0.0777, -0.4638, 0.1484, 0.0840, 0.1501, 0.1911, 0.1300, 0.0906, 0.1042]
}

---

No. 3
{
  "formula": "C3H5NO3",
  "method": "ωB97M-V/def2-TZVPD",
  "homo_lumo_gap_ev": 9.73,
  "e_tot_ev": -10820.8680,
  "lumo_energy_ha": 0.009,
  "smiles": "O=CCC(=O)NO",
  "de_lowest_kj_mol": 465.04,
  "symbols": ["O", "C", "C", "C", "O", "N", "O", "H", "H", "H", "H", "H"],
  "positions_angstrom": [[0.8746, 1.3800, -1.4312], [-0.3199, 1.5608, -1.0898], [-1.1393, 0.4772, -0.1940], [-0.3031, -0.7602, 0.2752], [-0.9607, -1.5659, 0.9547], [1.1095, -0.7929, 0.3648], [1.9918, -1.6260, 1.1921], [-1.0059, 2.5559, -1.4351], [-1.9347, 0.1171, -0.8323], [-1.3252, 0.9628, 0.8889], [1.5566, -0.1643, -0.3352], [1.4563, -2.1445, 1.6418]],
  "forces_ev_per_angstrom": [[-4.3, 1.0, 1.0], [1.1, -0.2, -0.5], [3.6, 1.9, 0.6], [0.8, -2.0, 3.6], [0.7, 0.6, -1.3], [-1.0, 1.5, -1.5], [2.3, 5.4, -5.2], [2.0, -2.4, 0.8], [-0.7, 0.1, 0.6], [-0.4, -0.9, -2.8], [0.4, -1.0, 1.2], [-4.6, -4.1, 3.4]],
  "lowdin_charge": [-0.0180, -0.1745, -0.0426, -0.4387, 0.0029, 0.0407, 0.0670, 0.1640, 0.1039, 0.1767, 0.1208, -0.0022]
}

---

No. 4
{
  "formula": "C3H5NO3",
  "method": "ωB97M-V/def2-TZVPD",
  "homo_lumo_gap_ev": 10.23,
  "e_tot_ev": -10823.4372,
  "lumo_energy_ha": 0.005,
  "smiles": "NC(=O)COC=O",
  "de_lowest_kj_mol": 217.15,
  "symbols": ["N", "C", "O", "C", "O", "C", "O", "H", "H", "H", "H", "H"],
  "positions_angstrom": [[0.2593, 0.9348, -1.4775], [0.7746, 0.7286, -0.2282], [1.2000, 1.6399, 0.4858], [0.9475, -0.6807, 0.3277], [-0.4311, -0.9657, 1.3776], [-1.6020, -0.7760, 0.7718], [-1.6814, -0.4808, -0.3959], [-0.3357, 0.2164, -1.8761], [-0.0880, 1.8729, -1.6464], [1.3339, -1.3583, -0.4878], [1.6508, -0.7210, 1.1558], [-2.5655, -0.9174, 1.3278]],
  "forces_ev_per_angstrom": [[0.1, -0.2, 0.0], [0.6, 1.4, 1.3], [-0.6, -0.7, -1.0], [-1.2, -0.1, 0.9], [1.4, -0.2, -1.9], [0.3, -0.1, -0.9], [-0.6, -0.3, -0.1], [0.2, 0.2, 0.4], [0.4, -0.2, 0.1], [-1.7, -0.3, 1.0], [-0.2, 0.4, -0.2], [1.2, 0.0, 0.5]],
  "lowdin_charge": [0.1482, -0.5389, 0.0468, 0.1078, -0.0161, -0.3729, 0.0171, 0.0907, 0.1182, 0.1343, 0.1092, 0.1555]
}

---

No. 5
{
  "formula": "C3H5NO3",
  "method": "ωB97M-V/def2-TZVPD",
  "homo_lumo_gap_ev": 8.78,
  "e_tot_ev": -10821.1196,
  "lumo_energy_ha": -0.056,
  "smiles": "CC(=O)NC(=O)O",
  "de_lowest_kj_mol": 440.76,
  "symbols": ["C", "C", "O", "N", "C", "O", "O", "H", "H", "H", "H", "H"],
  "positions_angstrom": [[-1.1726, -1.4414, -0.9088], [-1.1842, -0.5948, 0.2890], [-1.8847, -0.8563, 1.2729], [-0.3733, 0.4392, 0.2584], [1.0376, 0.5163, -0.3905], [1.1336, 1.2162, -1.2997], [2.1104, 0.8641, 0.8444], [-1.3515, -0.6562, -1.9330], [-1.7016, -2.3704, -0.8872], [-0.0096, -1.8055, -0.8686], [-0.0024, 0.6724, 1.2112], [2.7171, 0.4132, 0.1891]],
  "forces_ev_per_angstrom": [[3.4, 1.5, -3.4], [-3.3, -3.4, 1.8], [0.8, 0.7, -1.1], [5.8, 2.1, 1.7], [-3.2, 4.0, 5.0], [1.5, -0.6, -3.1], [-1.5, -3.1, -4.3], [0.6, -2.8, 2.9], [-0.9, 0.1, 0.0], [-2.5, 0.8, -0.8], [-1.4, -0.1, -0.6], [0.8, 0.9, 1.8]],
  "lowdin_charge": [-0.0102, -0.6392, 0.0650, 0.1469, -0.3042, 0.1945, -0.0584, 0.1834, 0.0594, 0.1311, 0.1593, 0.0724]
}

---

No. 6
{
  "formula": "C3H5NO3",
  "method": "ωB97M-V/def2-TZVPD",
  "homo_lumo_gap_ev": 10.32,
  "e_tot_ev": -10822.5328,
  "lumo_energy_ha": 0.018,
  "smiles": "[H]/N=C(/OC)OC=O",
  "de_lowest_kj_mol": 304.41,
  "symbols": ["H", "N", "C", "O", "C", "O", "C", "O", "H", "H", "H", "H"],
  "positions_angstrom": [[0.0805, 2.5295, 0.6551], [0.5737, 1.7019, 0.3397], [-0.1320, 0.6624, 0.4239], [0.3411, -0.5551, 0.0587], [1.6533, -0.5908, -0.5012], [-1.4485, 0.5963, 0.7138], [-2.2621, -0.7155, 0.0828], [-2.3567, -1.0059, -1.0279], [1.6964, -0.0093, -1.4237], [2.3745, -0.1779, 0.2061], [1.8599, -1.6400, -0.7065], [-2.3801, -0.7957, 1.1794]],
  "forces_ev_per_angstrom": [[-0.2, -0.1, -0.2], [0.4, 0.0, 0.6], [-0.4, 0.2, -1.4], [-0.3, 0.1, 0.2], [0.1, 0.1, 0.1], [0.5, -0.6, -1.3], [1.6, 2.2, 2.1], [-0.1, 0.0, 0.5], [-0.1, 0.0, 0.1], [0.0, -0.1, -0.1], [0.0, 0.1, 0.1], [-1.5, -2.0, -0.8]],
  "lowdin_charge": [0.0636, 0.1647, -0.5913, -0.0820, -0.0632, -0.0370, -0.0929, 0.2041, 0.0925, 0.0876, 0.0899, 0.1639]
}

---

No. 7
{
  "formula": "C3H5NO3",
  "method": "ωB97M-V/def2-TZVPD",
  "homo_lumo_gap_ev": 9.52,
  "e_tot_ev": -10817.3692,
  "lumo_energy_ha": 0.033,
  "smiles": "CO/[N+]([O-])=C1/CO1",
  "de_lowest_kj_mol": 802.62,
  "symbols": ["C", "O", "N", "O", "C", "C", "O", "H", "H", "H", "H", "H"],
  "positions_angstrom": [[2.4912, 0.3871, -0.0198], [1.0623, 0.7969, 0.1319], [-0.0293, -0.2027, 0.0857], [0.4073, -1.3812, -0.1033], [-1.2839, 0.0502, 0.1422], [-2.6445, -0.3079, 0.0629], [-2.2113, 1.0257, 0.3041], [2.6825, 0.6501, -1.0280], [2.5552, -0.7808, 0.0094], [3.2913, 0.9768, 0.5236], [-3.1217, -0.3987, -0.9397], [-3.1991, -0.8155, 0.8310]],
  "forces_ev_per_angstrom": [[-0.9, -2.5, -0.6], [-1.0, 1.6, 1.0], [2.4, -1.8, -0.5], [-0.6, 0.2, 0.2], [1.4, 1.0, 0.2], [-1.4, -1.3, -1.9], [1.1, 1.4, 0.5], [0.2, 0.1, -1.2], [0.0, 2.3, 0.5], [-1.9, -0.7, 0.5], [0.5, -0.2, 0.7], [0.1, -0.1, 0.5]],
  "lowdin_charge": [-0.0401, -0.0997, -0.1577, -0.0764, -0.2095, -0.0226, 0.0893, 0.0490, 0.1131, 0.1014, 0.1362, 0.1169]
}

---

No. 8
{
  "formula": "C3H5NO3S",
  "method": "ωB97M-V/def2-TZVPD",
  "homo_lumo_gap_ev": 9.78,
  "e_tot_ev": -21658.2953,
  "lumo_energy_ha": 0.021,
  "smiles": "O=C(O)CS/C=N\\O",
  "de_lowest_kj_mol": 181.57,
  "symbols": ["O", "C", "O", "C", "S", "C", "N", "O", "H", "H", "H", "H", "H"],
  "positions_angstrom": [[-3.0285, -0.0304, 0.1032], [-1.8246, -0.1197, 0.0224], [-1.2046, -0.8453, -0.8940], [-0.8075, 0.6168, 0.8745], [0.2528, 1.6521, -0.1866], [1.4105, 0.5215, -0.9123], [2.1843, -0.3995, -0.4711], [2.0346, -0.7019, 0.8729], [-1.8824, -1.2437, -1.4347], [-0.1692, -0.1004, 1.3774], [-1.2901, 1.2865, 1.5790], [1.5821, 0.6890, -1.9785], [2.7427, -1.3249, 1.0478]],
  "forces_ev_per_angstrom": [[0.7, -0.1, 0.1], [-0.7, 1.0, 0.6], [0.6, -0.4, -0.2], [0.1, -0.2, -0.4], [0.2, -0.2, 0.1], [0.7, -0.5, -0.2], [-0.6, 0.5, -0.1], [-0.4, 0.5, 0.1], [-0.5, -0.4, -0.5], [0.0, -0.1, 0.2], [-0.1, -0.1, 0.0], [-0.1, 0.1, 0.3], [0.1, -0.1, -0.1]],
  "lowdin_charge": [0.1023, -0.6005, 0.0976, -0.3564, 0.9314, -0.4953, -0.0582, -0.0735, 0.1274, 0.0714, 0.0870, 0.0733, 0.0936]
}

---

No. 9
{
  "formula": "C3H5NO3S",
  "method": "ωB97M-V/def2-TZVPD",
  "homo_lumo_gap_ev": [7.58, 7.59],
  "e_tot_ev": -21657.3972,
  "lumo_energy_ha": [-0.012, -0.012],
  "de_lowest_kj_mol": 268.22,
  "symbols": ["C", "C", "C", "N", "O", "O", "O", "S", "H", "H", "H", "H", "H"],
  "positions_angstrom": [[-0.0364, 1.6019, 0.0827], [0.3011, -1.2981, 1.0649], [0.4774, 0.3729, -0.5777], [1.0197, -0.7431, -0.0638], [-0.8210, 2.2940, -0.7805], [0.1310, 1.8537, 1.2550], [-1.4434, -0.3692, -0.5324], [-1.2369, -1.7364, 0.1343], [0.5612, -2.2380, 1.4624], [-0.0313, -0.5838, 1.8325], [0.8342, 0.5966, -1.5666], [-0.9758, 1.6575, -1.5857], [1.2201, -1.4079, -0.7252]],
  "forces_ev_per_angstrom": [[-0.8, -0.7, 1.6], [-2.3, 0.8, -0.4], [0.3, -1.1, -0.7], [-0.7, 2.8, 3.3], [0.4, -1.6, -1.3], [-0.1, 0.4, -1.4], [0.1, 2.0, -0.8], [0.1, -1.5, 0.3], [1.3, -0.8, 0.4], [0.9, 0.0, -0.4], [-0.1, -0.3, -0.6], [0.1, 1.8, 2.1], [0.9, -1.9, -1.9]],
  "lowdin_charge": [-0.5077, -0.3630, -0.0842, -0.0095, 0.0876, 0.1285, -0.6465, 0.8346, 0.0639, 0.0942, 0.1408, 0.1621, 0.0991]
}

---

No. 10
{
  "formula": "C3H5NOP",
  "method": "ωB97M-V/def2-TZVPD",
  "homo_lumo_gap_ev": 5.36,
  "e_tot_ev": -16015.1408,
  "lumo_energy_ha": 0.142,
  "de_lowest_kj_mol": 3.57,
  "total_charge": -1,
  "symbols": ["C", "C", "C", "N", "O", "P", "H", "H", "H", "H", "H"],
  "positions_angstrom": [[-1.8566, 0.5019, -0.3902], [-0.7012, 0.3712, 0.6078], [1.3420, -0.4363, -0.3531], [0.6160, 0.5787, 0.0314], [1.0074, 1.7788, -0.0912], [-3.4289, 0.0788, -0.0502], [-1.5606, 0.9507, -1.3334], [-0.8265, 1.1500, 1.3661], [-0.7470, -0.6096, 1.0858], [2.2919, -0.2517, -0.8177], [0.9481, -1.4323, -0.2842]],
  "forces_ev_per_angstrom": [[0.0, -0.1, 0.0], [-1.3, 0.0, 0.5], [-0.5, 0.2, 0.0], [1.4, -0.3, -0.5], [-0.1, 0.1, 0.0], [-0.1, -0.1, 0.1], [0.3, 0.1, -0.2], [0.3, -0.2, -0.1], [0.1, 0.1, -0.1], [0.1, 0.2, 0.0], [-0.2, -0.1, 0.2]],
  "lowdin_charge": [-0.8259, -0.3207, 0.0331, -0.3748, -0.1072, 0.3226, -0.0250, 0.0953, 0.0707, 0.0662, 0.0656]
}